Record 1
Entry from the OMol25 dataset: a structure of composition C6H10 (ωB97M-V with the def2-TZVPD basis set).

## Properties
2S+1	1
largest force on an atom	0.40	eV/Å
ΔE to the lowest compared entry with this formula, charge and spin	109.54	kcal/mol

Last column: Löwdin charge in e.
Geometry (Å):
C 0.440 1.917 -0.470  0.05
C 1.273 -0.078 0.067  -0.18
C 0.743 -0.472 1.269  -0.07
C -0.991 -1.370 0.383  -0.10
C -1.297 -0.441 -0.636  -0.16
C 0.355 0.589 -0.869  -0.35
H 0.441 2.184 0.582  0.05
H 0.449 2.747 -1.177  0.06
H 2.257 -0.395 -0.276  0.11
H 1.346 -1.031 1.985  0.08
H -0.004 0.169 1.735  0.08
H -1.560 -1.378 1.309  0.07
H -0.587 -2.342 0.111  0.07
H -2.080 0.287 -0.428  0.08
H -1.343 -0.818 -1.657  0.08
H 0.559 0.432 -1.928  0.12

---

Record 2
Entry from the OMol25 dataset: the molecule C6H10 in a non-equilibrium geometry (ωB97M-V with the def2-TZVPD basis set).

## Properties
2S+1	1
SMILES	C=C(C)/C=C\C
largest force on an atom	4.35	eV/Å
ΔE to the lowest compared entry with this formula, charge and spin	76.20	kcal/mol

Last column: Löwdin charge in e.
Geometry (Å):
C -1.571 -1.178 -1.017  0.00
C -0.778 -0.331 -0.321  -0.41
C -1.176 0.097 1.063  -0.07
C 0.128 0.436 -1.209  -0.07
C 1.297 0.161 -0.567  -0.12
C 1.811 0.660 0.754  -0.09
H -2.607 -1.328 -0.752  0.05
H -1.298 -1.555 -1.990  0.04
H -0.891 1.126 1.266  0.07
H -0.702 -0.545 1.806  0.08
H -2.254 0.009 1.188  0.08
H 0.055 0.236 -2.273  0.09
H 2.112 -0.146 -1.221  0.10
H 1.591 -0.046 1.553  0.07
H 2.893 0.775 0.702  0.07
H 1.391 1.630 1.019  0.08

---

Record 3
Entry from the OMol25 dataset: the molecule C6H10 (ωB97M-V with the def2-TZVPD basis set).

## Properties
2S+1	1
SMILES	CC#CCCC
largest force on an atom	0.51	eV/Å
ΔE to the lowest compared entry with this formula, charge and spin	28.98	kcal/mol

Last column: Löwdin charge in e.
Geometry (Å):
C 2.987 -0.849 0.562  -0.11
C 1.802 -0.174 0.044  -0.09
C 0.804 0.253 -0.475  -0.06
C -0.443 0.631 -1.138  -0.23
C -1.649 -0.085 -0.511  -0.27
C -2.054 0.500 0.836  -0.12
H 3.491 -1.347 -0.274  0.08
H 3.686 -0.156 1.040  0.07
H 2.688 -1.614 1.287  0.08
H -0.353 0.341 -2.190  0.11
H -0.581 1.722 -1.114  0.11
H -2.488 -0.027 -1.215  0.10
H -1.403 -1.148 -0.387  0.11
H -1.239 0.431 1.567  0.07
H -2.919 -0.035 1.239  0.07
H -2.328 1.556 0.728  0.07

---

Record 4
Entry from the OMol25 dataset: the molecule C6H10 in a non-equilibrium geometry (ωB97M-V with the def2-TZVPD basis set).

## Properties
2S+1	1
SMILES	C=C/C(C)=C/C
largest force on an atom	4.80	eV/Å
ΔE to the lowest compared entry with this formula, charge and spin	68.91	kcal/mol

Last column: Löwdin charge in e.
Geometry (Å):
C -1.160 1.697 -1.171  0.00
C 0.091 1.131 -1.067  -0.19
C 0.374 -0.030 -0.206  -0.30
C 1.568 0.354 0.817  -0.04
C -0.296 -1.233 -0.064  -0.17
C -0.644 -1.801 1.224  -0.13
H -2.102 1.129 -0.874  0.08
H -1.229 2.632 -1.740  0.04
H 1.084 1.582 -1.568  0.14
H 1.711 -0.610 1.485  0.09
H 1.242 1.204 1.350  0.05
H 2.541 0.442 0.398  0.05
H -0.856 -1.536 -0.965  0.10
H -0.826 -0.907 1.808  0.07
H 0.312 -2.047 1.834  0.09
H -1.477 -2.594 1.072  0.11

---

Record 5
Entry from the OMol25 dataset: the molecule C6H10 (ωB97M-V with the def2-TZVPD basis set).

## Properties
2S+1	1
SMILES	CC=C=CCC
largest force on an atom	0.20	eV/Å
ΔE to the lowest compared entry with this formula, charge and spin	30.55	kcal/mol

Last column: Löwdin charge in e.
Geometry (Å):
C -2.403 -0.387 1.252  -0.11
C -1.143 0.323 1.687  -0.16
C -0.205 0.678 0.849  -0.05
C 0.679 1.031 -0.046  -0.13
C 1.802 0.159 -0.554  -0.26
C 1.378 -0.585 -1.824  -0.12
H -2.218 -1.006 0.370  0.07
H -2.790 -1.030 2.048  0.07
H -3.191 0.333 1.000  0.07
H -1.030 0.568 2.741  0.10
H 0.554 2.002 -0.528  0.11
H 2.103 -0.555 0.220  0.11
H 2.674 0.788 -0.769  0.10
H 0.939 0.108 -2.550  0.07
H 2.228 -1.084 -2.302  0.07
H 0.622 -1.343 -1.592  0.07

---

Record 6
Entry from the OMol25 dataset: a structure of composition C6H10 in a non-equilibrium geometry (ωB97M-V with the def2-TZVPD basis set).

## Properties
2S+1	1
largest force on an atom	3.10	eV/Å
ΔE to the lowest compared entry with this formula, charge and spin	99.58	kcal/mol

Last column: Löwdin charge in e.
Geometry (Å):
C -0.815 -1.287 1.145  0.03
C 2.018 -0.138 -0.502  0.05
C 0.814 0.403 -0.530  -0.35
C 0.048 1.258 0.464  -0.14
C -1.109 0.357 0.082  -0.23
C -0.466 0.035 -1.259  -0.14
H -0.153 -1.122 2.005  0.04
H -0.383 -2.101 0.544  0.04
H 2.305 -0.895 -1.223  0.06
H 2.738 0.150 0.255  0.06
H -0.075 2.294 0.121  0.11
H 0.322 1.258 1.522  0.11
H -2.124 0.840 0.043  0.13
H -1.789 -0.827 1.025  0.00
H -0.710 0.754 -2.053  0.11
H -0.621 -0.979 -1.638  0.11

---

Record 7
Entry from the OMol25 dataset: a cluster of 2 separate species, C6H10 in total in a non-equilibrium geometry (ωB97M-V with the def2-TZVPD basis set).

## Properties
2S+1	1
largest force on an atom	1.54	eV/Å
ΔE to the lowest compared entry with this formula, charge and spin	98.92	kcal/mol

Last column: Löwdin charge in e.
Geometry (Å):
C -0.636 0.138 -1.421  -0.11
C -0.719 -0.030 0.106  -0.26
C -0.475 -1.511 0.464  -0.10
C 0.198 1.431 1.271  -0.05
C 1.366 0.875 0.715  -0.27
C 2.110 0.182 0.052  0.06
H -1.544 -0.316 -1.857  0.08
H 0.218 -0.372 -1.897  0.07
H -0.621 1.185 -1.722  0.07
H -1.632 0.338 0.513  0.08
H -0.350 -1.674 1.534  0.07
H -1.373 -2.078 0.154  0.09
H 0.373 -1.984 -0.059  0.07
H 0.026 2.510 1.043  0.09
H 0.072 1.320 2.370  0.09
H 3.095 -0.080 -0.201  0.01

---

Record 8
Entry from the OMol25 dataset: the molecule C6H10 (ωB97M-V with the def2-TZVPD basis set).

## Properties
2S+1	1
SMILES	C1CC1C1CC1
largest force on an atom	0.74	eV/Å
ΔE to the lowest compared entry with this formula, charge and spin	40.96	kcal/mol

Last column: Löwdin charge in e.
Geometry (Å):
C -1.655 1.274 -0.176  -0.11
C -1.743 -0.192 0.157  -0.13
C -0.517 0.358 -0.510  -0.30
C 0.728 0.202 0.292  -0.30
C 1.227 -1.212 0.382  -0.13
C 2.078 -0.145 -0.256  -0.11
H -1.556 1.919 0.694  0.10
H -2.166 1.746 -1.009  0.09
H -1.582 -0.394 1.215  0.10
H -2.295 -0.983 -0.339  0.10
H -0.413 0.118 -1.569  0.14
H 0.747 0.757 1.231  0.14
H 1.288 -1.678 1.360  0.10
H 0.748 -1.857 -0.352  0.10
H 2.926 0.345 0.211  0.09
H 2.185 -0.258 -1.332  0.10